71
Properties=species:S:1:pos:R:3:forces:R:3 method="wB97M-V/def2-TZVPD" spin_multiplicity=3 total_charge=+3 s_squared=2.0449 fmax_ev_per_a=0.99 homo_ev="-15.428 / -15.309"
Au -0.282668 -1.380098 -2.006389 0.08 0.00 0.36
N 2.194007 -2.630046 -2.651048 -0.27 0.64 0.71
C 2.077736 -3.728090 -1.791386 0.15 -0.22 -0.12
C 3.194092 -4.404142 -1.328343 -0.36 0.22 -0.42
C 3.076091 -5.600617 -0.617868 -0.40 -0.28 0.27
C 1.833948 -6.137154 -0.369668 0.35 0.05 -0.05
C 0.671116 -5.434012 -0.748287 0.18 -0.07 0.23
C -0.613792 -5.940414 -0.478051 -0.09 0.05 -0.04
C -1.719250 -5.197896 -0.797329 -0.06 -0.03 -0.05
C -1.536229 -3.919843 -1.319070 0.10 0.16 0.03
N -0.335896 -3.404882 -1.592783 -0.20 0.04 -0.14
C 0.785488 -4.179363 -1.388372 0.41 0.34 -0.02
H 1.615793 -2.629375 -3.472875 0.06 -0.29 -0.27
H 3.126418 -2.300693 -2.835423 0.13 -0.15 -0.09
H 4.174705 -4.036995 -1.604733 0.02 -0.03 -0.02
H 3.967119 -6.131202 -0.312495 0.01 0.02 0.02
H 1.731253 -7.094771 0.122719 0.00 -0.02 -0.04
H -0.714175 -6.916191 -0.019514 0.01 0.00 0.02
H -2.720949 -5.560078 -0.617827 -0.01 0.01 -0.03
H -2.388451 -3.278555 -1.500144 -0.01 0.00 0.04
C -2.430147 -1.977674 1.404710 -0.04 0.06 0.10
C -2.534527 -0.784987 2.353006 0.04 -0.05 -0.06
C -3.106189 0.461763 1.683935 0.02 0.05 0.05
C -2.175109 1.129938 0.677307 0.07 0.00 0.02
N -1.021635 1.775238 1.351145 -0.16 0.13 -0.12
C 0.254638 1.311432 1.437534 -0.12 -0.22 -0.10
Se 0.972105 -0.172889 0.645195 -0.10 -0.20 -0.39
N 0.974791 2.151829 2.235670 0.24 0.13 0.20
C 2.415876 2.022523 2.598537 -0.15 -0.04 -0.02
C 3.311846 3.063605 1.943377 0.05 0.02 0.00
C 3.582983 2.859908 0.455063 -0.04 0.04 -0.05
C 2.472414 3.360424 -0.464844 -0.03 0.01 -0.01
C 0.165654 3.159562 2.652642 0.33 -0.12 0.05
C 0.414604 4.253522 3.493123 -0.02 0.02 0.00
C -0.647731 5.080836 3.719058 -0.03 0.00 0.00
C -1.943029 4.848734 3.129899 0.04 0.05 0.05
C -2.197949 3.778622 2.317205 0.06 -0.08 -0.03
C -1.116302 2.922221 2.082553 -0.29 -0.11 -0.12
H -2.079612 -2.865645 1.927872 0.03 -0.02 0.03
H -1.738766 -1.794289 0.577848 0.03 0.05 -0.02
H -3.407277 -2.210395 0.977766 -0.02 -0.01 0.00
H -1.558066 -0.562895 2.801046 -0.01 -0.01 -0.01
H -3.180221 -1.047780 3.190828 -0.01 -0.01 -0.01
H -3.386910 1.199080 2.440262 -0.02 -0.02 0.00
H -4.027142 0.210051 1.152743 0.01 -0.01 -0.01
H -2.689121 1.916747 0.125750 0.04 0.02 -0.02
H -1.769828 0.429274 -0.053934 0.02 0.03 0.04
H 2.724355 1.013075 2.318710 -0.03 0.03 0.03
H 2.461933 2.084901 3.685472 -0.06 0.01 0.01
H 4.253359 3.024002 2.494348 0.00 -0.03 0.00
H 2.909152 4.065863 2.114259 0.01 0.01 0.02
H 3.802841 1.804755 0.259690 -0.02 -0.01 0.02
H 4.496329 3.399601 0.206185 0.02 0.00 -0.01
H 1.521405 2.839312 -0.304552 0.04 0.03 -0.07
H 2.761098 3.219119 -1.507215 -0.03 -0.01 -0.01
H 2.300329 4.428993 -0.318107 -0.01 -0.03 0.01
H 1.381085 4.430170 3.940991 0.02 0.00 0.00
H -0.522638 5.940800 4.363866 -0.03 0.01 -0.01
H -2.739368 5.547671 3.350219 0.02 0.02 0.01
H -3.175645 3.608077 1.891294 -0.01 0.00 -0.01
C -2.262677 -0.416983 -4.349003 -0.01 0.10 0.00
N -1.517740 0.832967 -4.414307 -0.06 0.02 -0.09
C -0.679544 1.288455 -3.486346 -0.04 0.06 -0.16
N -0.161787 2.516732 -3.635795 -0.08 -0.15 0.04
O -0.358008 0.638769 -2.439722 0.09 -0.08 0.26
H -3.018780 -0.394913 -3.564787 0.00 -0.01 0.02
H -1.594329 -1.266390 -4.199050 0.03 -0.04 -0.06
H -2.755640 -0.561400 -5.306234 -0.02 -0.01 0.01
H -1.733423 1.450744 -5.182212 0.03 -0.08 -0.01
H -0.337986 3.083787 -4.448569 0.00 0.00 0.02
H 0.553963 2.807547 -2.995536 0.08 0.04 0.03